Computed, not measured: a 5-piece molecular cluster, C42H74F5N2O13 overall at a distorted geometry, with ωB97M-V/def2-TZVPD.

As for the net charge: +1. The spin multiplicity is 1. The max |F| comes out at 0.09027 hartree/bohr. The HOMO-LUMO gap is 8.74 eV.

Geometry as XYZ:
```
136
Properties=species:S:1:pos:R:3:lowdin_charge:R:1
C 6.262 -0.283 1.661 -0.12
O 5.710 0.115 0.389 -0.25
C 6.603 0.983 -0.352 -0.23
C 8.014 0.318 -0.736 -0.17
C 7.855 -0.978 -1.716 -0.19
C 8.081 -2.372 -0.952 -0.21
C 6.992 -3.509 -1.272 -0.20
C 5.470 -3.001 -1.295 -0.22
C 4.500 -3.811 -0.271 -0.21
C 3.067 -3.064 -0.096 -0.20
C 1.877 -4.080 0.303 -0.19
C 0.677 -3.363 1.132 -0.17
C -0.794 -3.770 0.561 -0.13
C -1.343 -2.580 -0.420 -0.19
C -2.022 -1.386 0.458 -0.15
C -2.025 -0.173 -0.626 -0.17
C -2.015 1.300 0.057 -0.14
C -0.654 2.019 -0.396 -0.09
C -0.682 3.615 -0.331 -0.28
F -1.154 4.112 -1.601 0.04
F -1.449 4.071 0.771 0.07
C 0.872 4.100 -0.251 -0.32
F 1.660 3.167 -1.011 0.06
F 1.096 5.355 -0.848 0.11
F 1.319 4.002 1.084 0.10
C -3.613 -1.729 0.644 -0.20
C -4.149 -2.035 2.133 -0.22
N -5.656 -2.047 2.096 -0.02
C -3.687 -3.046 -0.324 -0.07
N -2.441 -3.282 -1.166 -0.06
C -2.795 -2.866 -2.577 -0.10
C -1.572 -2.334 -3.446 -0.13
C -1.454 -0.834 -3.884 -0.04
C -0.278 -0.241 -4.690 -0.05
C 0.864 -1.236 -5.121 -0.03
C 0.824 -2.753 -4.737 -0.01
C -0.408 -3.268 -3.920 -0.15
C -0.409 -4.855 -3.587 -0.07
H 7.199 -0.944 1.573 0.08
H 6.456 0.583 2.387 0.10
H 5.457 -0.943 2.168 0.10
H 6.710 2.010 0.176 0.13
H 6.074 1.225 -1.353 0.13
H 8.642 1.139 -1.238 0.11
H 8.586 -0.007 0.201 0.10
H 6.889 -0.916 -2.328 0.11
H 8.713 -0.868 -2.486 0.11
H 8.202 -2.248 0.193 0.10
H 9.106 -2.781 -1.305 0.11
H 7.291 -3.996 -2.278 0.11
H 7.096 -4.315 -0.468 0.10
H 5.342 -1.872 -1.162 0.09
H 5.060 -3.253 -2.350 0.11
H 4.392 -4.891 -0.627 0.11
H 5.078 -3.866 0.733 0.11
H 2.873 -2.553 -1.110 0.11
H 3.149 -2.284 0.735 0.11
H 2.380 -4.919 0.922 0.11
H 1.466 -4.600 -0.635 0.09
H 0.727 -3.828 2.188 0.12
H 0.829 -2.235 1.202 0.11
H -1.540 -4.016 1.394 0.12
H -0.608 -4.722 -0.074 0.12
H -0.374 -2.304 -0.964 0.17
H -1.454 -1.075 1.416 0.17
H -2.918 -0.339 -1.319 0.10
H -1.051 -0.280 -1.223 0.10
H -2.874 1.882 -0.453 0.13
H -2.197 1.281 1.183 0.12
H 0.188 1.586 0.266 0.15
H -0.379 1.741 -1.480 0.13
H -4.227 -0.811 0.311 0.14
H -3.823 -1.265 2.909 0.13
H -3.777 -3.082 2.435 0.11
H -6.028 -1.382 2.798 0.07
H -5.996 -1.663 1.194 0.07
H -3.920 -3.947 0.360 0.15
H -4.676 -2.871 -0.864 0.14
H -2.398 -4.311 -1.196 0.16
H -3.174 -3.823 -3.107 0.15
H -3.654 -2.112 -2.639 0.14
H -2.307 -0.148 -3.528 0.10
H -0.241 0.880 -4.949 0.10
H 1.728 -0.817 -5.728 0.09
H 1.662 -3.479 -5.034 0.11
H 0.315 -5.033 -2.708 0.07
H -1.437 -5.232 -3.253 0.06
H 0.007 -5.427 -4.490 0.09
C -0.322 -7.751 4.151 -0.05
O 0.929 -8.077 4.753 0.01
C 1.984 -7.455 4.202 -0.60
O 1.948 -6.677 3.278 0.10
O 3.087 -7.848 4.858 0.01
C 4.296 -7.262 4.377 -0.04
H -1.099 -8.310 4.675 0.10
H -0.533 -6.684 4.255 0.09
H -0.333 -8.047 3.100 0.10
H 4.269 -6.176 4.490 0.10
H 4.470 -7.539 3.335 0.10
H 5.117 -7.652 4.979 0.10
C -5.015 8.688 -3.975 -0.03
O -3.883 8.661 -3.106 -0.02
C -3.925 7.692 -2.173 -0.58
O -4.811 6.886 -2.029 0.13
O -2.807 7.777 -1.426 -0.02
C -2.719 6.801 -0.390 -0.04
H -4.873 9.506 -4.682 0.10
H -5.093 7.755 -4.536 0.10
H -5.930 8.877 -3.409 0.10
H -2.707 5.794 -0.810 0.07
H -3.544 6.915 0.317 0.10
H -1.783 6.963 0.145 0.10
C -1.183 10.109 -2.620 -0.05
O -0.634 10.773 -3.759 0.00
C -0.364 12.074 -3.560 -0.60
O -0.544 12.688 -2.536 0.12
O 0.143 12.573 -4.701 0.00
C 0.479 13.958 -4.635 -0.05
H -1.361 9.070 -2.893 0.08
H -0.478 10.130 -1.786 0.10
H -2.136 10.557 -2.333 0.10
H 1.249 14.132 -3.880 0.10
H -0.408 14.561 -4.428 0.10
H 0.877 14.251 -5.607 0.09
C -5.770 -0.804 9.193 -0.04
O -5.459 -1.242 7.871 -0.01
C -6.508 -1.737 7.193 -0.60
O -7.637 -1.832 7.605 0.13
O -6.079 -2.109 5.973 -0.01
C -7.096 -2.657 5.137 -0.05
H -4.852 -0.426 9.644 0.09
H -6.503 0.006 9.169 0.10
H -6.135 -1.637 9.799 0.10
H -7.881 -1.921 4.951 0.10
H -7.514 -3.564 5.581 0.10
H -6.639 -2.921 4.183 0.06
```


Computed, not measured: C42H75ClN3O9S2 as an isolated structure at a distorted geometry, with ωB97M-V/def2-TZVPD.

As for the net charge: +1. The spin multiplicity is 1. The max |F| comes out at 0.05727 hartree/bohr. The HOMO-LUMO gap is 7.61 eV.

Geometry as XYZ:
```
132
Properties=species:S:1:pos:R:3:lowdin_charge:R:1
C -6.632 -1.996 3.433 -0.09
C -5.382 -2.704 2.887 -0.25
C -4.105 -1.893 3.170 -0.19
C -3.364 -1.362 1.941 -0.16
C -4.292 -0.679 0.933 -0.10
N -3.646 -0.429 -0.365 0.12
C -3.329 -1.377 -1.178 -0.11
C -3.603 -2.812 -1.006 -0.08
C -4.770 -3.235 -1.952 -0.22
C -4.372 -4.248 -3.034 -0.61
Cl -5.506 -5.607 -3.115 0.59
C -2.609 -0.853 -2.393 -0.30
N -2.822 -1.565 -3.618 0.11
C -3.021 0.609 -2.322 -0.01
C -3.290 0.945 -0.839 -0.41
C -1.970 1.396 -0.221 -0.10
C -1.486 2.744 -0.789 -0.23
C -0.266 2.530 -1.664 -0.47
S 1.210 2.213 -0.666 0.95
C 1.941 0.753 -1.274 -1.14
S 3.481 0.524 -0.824 0.75
N 1.180 -0.172 -2.049 -0.20
C 1.570 -0.077 -3.473 -0.24
C 1.415 1.298 -4.090 -0.08
C 1.476 -1.565 -1.579 -0.27
C 0.494 -2.614 -2.049 -0.07
O -4.325 1.860 -0.905 -0.04
C -4.616 2.639 0.263 -0.15
C -5.621 3.723 -0.122 -0.31
C -4.927 4.748 -1.016 -0.05
C -6.913 3.150 -0.733 -0.37
C -7.402 1.913 0.016 -0.08
C -6.867 2.883 -2.254 -0.05
H -6.884 -1.158 2.783 0.06
H -7.476 -2.674 3.490 0.07
H -6.406 -1.578 4.408 0.07
H -5.324 -3.671 3.375 0.11
H -5.528 -2.898 1.825 0.08
H -3.409 -2.554 3.679 0.11
H -4.300 -1.078 3.861 0.11
H -2.687 -0.579 2.283 0.11
H -2.729 -2.116 1.487 0.11
H -4.565 0.269 1.378 0.11
H -5.224 -1.210 0.770 0.12
H -2.711 -3.396 -1.206 0.13
H -3.927 -3.051 -0.002 0.10
H -5.583 -3.650 -1.367 0.09
H -5.173 -2.357 -2.452 0.11
H -3.356 -4.597 -2.906 0.07
H -4.395 -3.777 -4.006 0.05
H -1.546 -0.887 -2.118 0.14
H -2.031 -1.415 -4.233 0.10
H -3.635 -1.211 -4.113 0.10
H -2.513 1.349 -2.924 0.14
H -4.035 0.620 -2.749 0.14
H -2.059 1.486 0.862 0.12
H -1.179 0.670 -0.403 0.11
H -2.276 3.162 -1.408 0.11
H -1.268 3.455 0.001 0.11
H -0.389 1.663 -2.308 0.04
H -0.094 3.376 -2.322 0.09
H 0.949 -0.760 -4.048 0.11
H 2.594 -0.436 -3.599 0.12
H 0.372 1.591 -4.152 0.06
H 2.039 2.041 -3.598 0.08
H 1.762 1.226 -5.112 0.07
H 1.479 -1.550 -0.494 0.11
H 2.468 -1.879 -1.887 0.09
H 0.307 -2.596 -3.119 0.07
H -0.454 -2.589 -1.513 0.05
H 0.944 -3.579 -1.826 0.08
H -3.728 3.135 0.655 0.13
H -5.062 2.043 1.056 0.10
H -5.868 4.236 0.808 0.15
H -5.628 5.503 -1.361 0.09
H -4.101 5.219 -0.490 0.08
H -4.495 4.282 -1.897 0.07
H -7.682 3.904 -0.572 0.13
H -8.387 1.641 -0.357 0.09
H -7.529 2.153 1.071 0.09
H -6.745 1.058 -0.127 0.06
H -7.525 3.536 -2.815 0.08
H -5.865 2.933 -2.659 0.05
H -7.196 1.861 -2.434 0.07
O 3.574 -3.717 -0.476 0.10
C 3.906 -3.493 0.657 -0.49
O 3.818 -4.411 1.632 0.03
C 4.180 -3.837 2.917 -0.14
C 5.027 -2.621 2.563 -0.16
C 4.424 -2.187 1.226 -0.10
H 3.262 -3.564 3.441 0.13
H 4.709 -4.575 3.501 0.11
H 5.008 -1.855 3.331 0.11
H 6.064 -2.925 2.417 0.12
H 3.577 -1.512 1.354 0.10
H 5.155 -1.740 0.558 0.11
O 5.597 -3.334 5.323 0.11
C 6.746 -3.393 5.661 -0.46
O 7.719 -3.792 4.806 0.02
C 8.981 -3.875 5.496 -0.15
C 8.828 -2.965 6.708 -0.14
C 7.339 -3.099 7.019 -0.08
H 9.153 -4.916 5.775 0.13
H 9.772 -3.559 4.820 0.12
H 9.483 -3.235 7.533 0.12
H 9.048 -1.934 6.427 0.11
H 7.135 -3.945 7.680 0.14
H 6.925 -2.186 7.433 0.09
O 0.100 1.836 -6.859 0.10
C 0.597 2.861 -7.233 -0.48
O 1.633 3.444 -6.589 0.01
C 1.953 4.710 -7.199 -0.14
C 1.401 4.618 -8.616 -0.15
C 0.187 3.710 -8.421 -0.07
H 1.476 5.502 -6.618 0.13
H 3.030 4.852 -7.169 0.13
H 1.170 5.589 -9.049 0.12
H 2.126 4.126 -9.264 0.12
H -0.709 4.272 -8.151 0.13
H -0.018 3.084 -9.284 0.13
O 6.846 -0.236 6.743 0.11
C 7.495 0.722 6.431 -0.47
O 8.526 1.171 7.176 0.03
C 9.051 2.392 6.620 -0.15
C 8.626 2.375 5.156 -0.15
C 7.299 1.619 5.224 -0.07
H 8.620 3.231 7.169 0.13
H 10.129 2.402 6.752 0.13
H 8.554 3.369 4.721 0.12
H 9.345 1.802 4.569 0.12
H 6.456 2.282 5.421 0.13
H 7.102 1.026 4.336 0.12
```


Computed, not measured: a 15-piece molecular cluster, C42H76Cl28F8N5O3S overall at a distorted geometry, with ωB97M-V/def2-TZVPD.

As for the net charge: +1. The spin multiplicity is 1. The max |F| comes out at 0.05219 hartree/bohr. The HOMO-LUMO gap is 6.94 eV. Its energy above the lowest of the compared OMol25 structures with the same formula, charge and spin is 55.0 kJ/mol.

Geometry as XYZ:
```
163
Properties=species:S:1:pos:R:3:lowdin_charge:R:1
C 3.003 -0.963 0.443 -0.04
C 2.287 0.306 0.084 -0.41
N 2.927 1.387 0.198 0.18
C 0.847 0.235 -0.425 -0.05
N -0.089 0.390 0.734 0.07
C -0.247 -0.869 1.360 -0.28
N -0.915 -1.926 0.771 0.01
C 0.007 -3.020 0.401 -0.11
C -0.582 -3.896 -0.671 -0.17
O -1.007 -3.051 -1.740 -0.03
C -0.365 -3.278 -2.916 -0.35
O 0.079 -2.344 -3.548 0.07
C -2.083 -2.419 1.569 -0.02
C -3.384 -2.541 0.754 -0.34
O -3.369 -3.379 -0.133 0.05
N -4.556 -1.816 1.023 -0.23
C -4.676 -1.304 2.388 -0.12
C -4.886 -0.819 0.002 -0.10
N 0.337 -0.967 2.514 -0.29
F 0.256 -2.158 3.149 0.06
S 1.272 0.234 3.342 0.98
C -1.399 0.868 0.354 -0.45
F -2.237 0.578 1.375 0.15
F -1.844 0.291 -0.774 0.18
C -1.489 2.393 0.116 -0.32
F -2.787 2.628 -0.167 0.16
F -0.776 2.766 -0.954 0.12
C -1.100 3.304 1.348 -0.51
F -0.152 4.168 0.981 0.16
F -2.172 3.991 1.759 0.18
F -0.648 2.586 2.386 0.12
H 3.003 -1.655 -0.396 0.09
H 4.024 -0.711 0.693 0.09
H 2.555 -1.487 1.286 0.05
H 2.378 2.196 -0.108 -0.04
H 0.719 1.021 -1.157 0.10
H 0.714 -0.704 -0.955 0.12
H 0.958 -2.650 0.046 0.11
H 0.247 -3.634 1.268 0.13
H 0.147 -4.620 -1.020 0.14
H -1.408 -4.473 -0.285 0.07
H -0.287 -4.285 -3.329 0.08
H -2.166 -1.846 2.483 0.11
H -1.848 -3.434 1.874 0.14
H -4.909 -2.111 3.071 0.08
H -5.539 -0.651 2.412 0.08
H -3.835 -0.706 2.734 0.07
H -4.227 0.042 -0.007 0.07
H -5.898 -0.481 0.178 0.07
H -4.857 -1.286 -0.973 0.01
H 0.255 0.797 4.046 -0.15
Cl -1.962 -5.329 -5.038 0.61
C -1.286 -4.156 -6.215 -0.64
C -1.703 -4.477 -7.625 -0.66
Cl -0.961 -5.984 -8.215 0.54
H -0.202 -4.167 -6.113 -0.02
H -1.656 -3.172 -5.933 0.08
H -1.377 -3.677 -8.287 0.07
H -2.782 -4.580 -7.710 0.07
Cl -1.186 4.199 8.385 0.55
C -0.533 4.561 6.770 -0.67
C -1.343 3.918 5.677 -0.62
Cl -1.190 2.132 5.682 0.55
H 0.503 4.228 6.739 -0.02
H -0.558 5.643 6.650 0.08
H -0.995 4.263 4.705 0.06
H -2.400 4.154 5.769 0.07
Cl -1.640 -7.193 0.441 0.56
C -3.188 -6.932 -0.429 -0.67
C -4.182 -8.032 -0.176 -0.71
Cl -3.680 -9.571 -0.916 0.58
H -2.961 -6.838 -1.488 0.07
H -3.594 -5.983 -0.077 0.02
H -5.140 -7.764 -0.620 0.03
H -4.329 -8.202 0.887 0.04
Cl 2.427 2.759 6.451 0.56
C 3.414 2.879 7.937 -0.64
C 3.176 1.718 8.865 -0.66
Cl 1.541 1.749 9.568 0.55
H 3.181 3.828 8.413 0.08
H 4.457 2.895 7.625 -0.03
H 3.883 1.763 9.691 0.08
H 3.302 0.768 8.352 0.07
Cl 4.426 3.137 3.444 0.49
C 5.255 4.363 2.445 -0.65
C 5.120 4.096 0.971 -0.68
Cl 6.023 2.650 0.457 0.51
H 6.298 4.387 2.747 0.02
H 4.804 5.324 2.687 0.08
H 5.531 4.937 0.413 0.06
H 4.082 3.960 0.681 0.02
Cl 2.196 -3.879 -8.546 0.55
C 3.495 -3.663 -7.347 -0.66
C 3.489 -4.756 -6.310 -0.63
Cl 2.050 -4.653 -5.261 0.60
H 3.370 -2.684 -6.891 0.07
H 4.439 -3.677 -7.887 0.08
H 4.363 -4.662 -5.668 0.07
H 3.499 -5.742 -6.767 0.07
Cl 6.216 2.720 6.049 0.58
C 7.976 2.992 5.931 -0.62
C 8.360 4.418 6.231 -0.64
Cl 7.801 5.553 4.972 0.57
H 8.290 2.697 4.933 0.07
H 8.450 2.330 6.653 0.08
H 9.444 4.502 6.272 0.08
H 7.951 4.749 7.182 0.07
Cl -6.643 -10.022 -3.791 0.53
C -5.177 -11.033 -3.885 -0.69
C -5.225 -11.999 -5.040 -0.67
Cl -6.452 -13.269 -4.804 0.54
H -5.068 -11.551 -2.937 0.05
H -4.334 -10.355 -4.007 0.06
H -4.263 -12.499 -5.136 0.07
H -5.445 -11.490 -5.975 0.07
Cl -1.504 5.907 -4.784 0.56
C -1.110 6.096 -3.055 -0.69
C -2.285 6.573 -2.243 -0.66
Cl -2.752 8.258 -2.600 0.56
H -0.272 6.780 -2.978 0.00
H -0.798 5.117 -2.691 0.04
H -2.033 6.539 -1.184 0.06
H -3.157 5.945 -2.413 0.07
Cl 1.972 3.974 -1.408 0.64
C 2.649 4.193 -3.048 -0.59
C 1.791 3.520 -4.087 -0.64
Cl 1.833 1.743 -3.930 0.57
H 3.662 3.798 -3.042 0.08
H 2.696 5.264 -3.237 0.08
H 2.158 3.767 -5.081 0.08
H 0.753 3.835 -4.016 0.04
Cl 7.787 7.753 1.411 0.53
C 9.396 6.983 1.371 -0.66
C 9.525 6.007 0.230 -0.64
Cl 8.479 4.584 0.469 0.56
H 9.553 6.494 2.330 0.05
H 10.130 7.779 1.263 0.07
H 10.551 5.650 0.165 0.07
H 9.258 6.464 -0.719 0.07
Cl 2.607 11.055 -0.056 0.54
C 1.071 11.154 -0.953 -0.66
C 0.141 10.020 -0.611 -0.65
Cl 0.749 8.452 -1.212 0.57
H 1.302 11.171 -2.014 0.07
H 0.604 12.100 -0.684 0.08
H -0.829 10.181 -1.079 0.05
H -0.003 9.931 0.462 0.07
Cl -6.442 -2.611 -1.977 0.62
C -4.925 -3.429 -2.425 -0.64
C -5.111 -4.481 -3.484 -0.65
Cl -6.038 -5.886 -2.892 0.57
H -4.509 -3.848 -1.515 0.03
H -4.243 -2.663 -2.793 0.08
H -4.130 -4.847 -3.771 -0.01
H -5.620 -4.087 -4.360 0.07
Cl -7.014 -2.779 1.360 0.69
C -7.990 -4.267 1.328 -0.61
C -7.382 -5.352 2.177 -0.62
Cl -5.845 -5.955 1.494 0.64
H -8.083 -4.579 0.289 0.07
H -8.979 -4.014 1.704 0.08
H -8.061 -6.201 2.230 0.08
H -7.183 -5.003 3.186 0.07
```